Entry from the Open Molecules 2025 dataset: an isolated ion of composition C3H4NS and charge +1 at a distorted geometry (ωB97M-V with the def2-TZVPD basis set).

## Properties
ΔE to the lowest compared entry with this formula, charge and spin, eV: 2.5073
Net charge: +1
Total energy, eV: -15490.22811

Last column: natural (NBO) charge in e.
CARTESIAN COORDINATES (ANGSTROEM)
1 C 0.69325 -1.40827 -0.08823  0.165
2 C 2.11635 -1.12785 -0.01768  -0.326
3 C 0.54056 0.84356 -0.04060  -0.442
4 N -0.16132 -0.34194 0.10122  -0.403
5 S 2.30217 0.48771 0.01411  0.721
6 H 0.26212 -2.41111 -0.04671  0.260
7 H 0.21658 1.23303 -0.96837  0.283
8 H 0.46448 1.57379 0.64915  0.269
9 H -1.16552 -0.30006 0.27272  0.473

***

Entry from the Open Molecules 2025 dataset: a 2-piece molecular cluster, C16H13F2N2 overall at a distorted geometry (ωB97M-V with the def2-TZVPD basis set).

## Properties
ΔE to the lowest compared entry with this formula, charge and spin, eV: 0.3324
Net charge: +1
Total energy, eV: -25210.36151

Last column: natural (NBO) charge in e.
CARTESIAN COORDINATES (ANGSTROEM)
1 F 5.17068 -2.64041 -0.15859  -0.297
2 C 3.88589 -2.17952 0.07098  0.498
3 C 3.71530 -1.00822 0.80213  -0.294
4 C 2.42217 -0.53485 0.97703  -0.054
5 C 1.29267 -1.14705 0.37640  -0.215
6 C 0.02799 -0.50048 0.55728  0.173
7 C -1.28870 -1.00122 0.31581  -0.203
8 C -2.36777 -0.23972 0.83104  -0.048
9 C -3.69680 -0.55269 0.57908  -0.295
10 C -3.96374 -1.70760 -0.15269  0.501
11 F -5.27923 -2.00685 -0.46729  -0.297
12 C -2.96453 -2.57047 -0.58461  -0.286
13 C -1.64118 -2.24654 -0.29960  -0.069
14 C 1.53105 -2.41140 -0.25521  -0.070
15 C 2.81924 -2.90444 -0.44208  -0.285
16 H 4.57127 -0.47176 1.20159  0.264
17 H 2.25402 0.36441 1.56782  0.238
18 H 0.06855 0.47738 1.07969  0.268
19 H -2.12666 0.64886 1.41037  0.237
20 H -4.50330 0.09392 0.91613  0.264
21 H -3.22497 -3.46689 -1.14722  0.262
22 H -0.89870 -2.98138 -0.60013  0.214
23 H 0.72514 -3.02707 -0.64816  0.214
24 H 3.00111 -3.82425 -0.99539  0.262
25 N 0.01219 2.65452 -0.00301  -0.530
26 C 0.54089 3.01642 -1.18321  0.157
27 N 0.37596 4.36810 -1.35545  -0.506
28 C -0.26445 4.88678 -0.25453  -0.083
29 C -0.48563 3.82157 0.60371  -0.105
30 H 1.06168 2.46432 -1.96822  0.209
31 H 0.67344 4.86633 -2.17316  0.426
32 H -0.50398 5.91206 -0.18205  0.229
33 H -0.93961 3.84816 1.58154  0.219

***

Entry from the Open Molecules 2025 dataset: the molecule C20H25NO3S (ωB97M-V with the def2-TZVPD basis set).

## Properties
SMILES: COc1ccc(C(=O)[C@H]2CCCN(Cc3ccc(C)s3)C2)cc1OC
ΔE to the lowest compared entry with this formula, charge and spin, eV: 1.7481
Total energy, eV: -39612.78236

Last column: natural (NBO) charge in e.
CARTESIAN COORDINATES (ANGSTROEM)
1 C 5.16955 3.00232 1.36824  -0.241
2 O 4.58267 2.38917 2.49529  -0.488
3 C 3.56376 1.50326 2.38521  0.275
4 C 3.10726 1.00950 3.60839  -0.247
5 C 2.07632 0.10303 3.68535  -0.149
6 C 1.45158 -0.35087 2.52497  -0.190
7 C 0.33125 -1.30716 2.66681  0.594
8 O 0.07003 -1.82094 3.73455  -0.548
9 C -0.50591 -1.58336 1.42935  -0.319
10 C -1.44136 -2.77615 1.61035  -0.394
11 C -2.24527 -2.96244 0.32828  -0.401
12 C -2.97507 -1.67362 -0.03670  -0.225
13 N -2.02979 -0.57879 -0.16372  -0.444
14 C -2.64785 0.61215 -0.71923  -0.248
15 C -2.90436 0.41997 -2.17552  -0.187
16 C -4.06100 0.53739 -2.87527  -0.249
17 C -3.90757 0.26234 -4.25545  -0.273
18 C -2.63733 -0.07006 -4.59988  -0.176
19 C -2.10186 -0.42394 -5.94144  -0.637
20 S -1.59254 -0.04652 -3.21053  0.408
21 C -1.34990 -0.34613 1.09263  -0.210
22 C 1.90949 0.12781 1.29591  -0.271
23 C 2.94432 1.04403 1.20286  0.280
24 O 3.39635 1.52935 -0.00009  -0.524
25 C 2.77572 1.09602 -1.18613  -0.252
26 H 5.62081 2.26874 0.69788  0.185
27 H 5.94597 3.65106 1.77356  0.190
28 H 4.44656 3.60274 0.81284  0.184
29 H 3.59815 1.37212 4.49752  0.228
30 H 1.73164 -0.26614 4.63841  0.237
31 H 0.15086 -1.78846 0.57991  0.217
32 H -0.86342 -3.67334 1.83688  0.218
33 H -2.10742 -2.58847 2.45451  0.212
34 H -1.57060 -3.22574 -0.48859  0.202
35 H -2.97150 -3.76801 0.44638  0.211
36 H -3.48737 -1.79404 -0.99482  0.214
37 H -3.73674 -1.44852 0.73325  0.160
38 H -1.95187 1.44737 -0.58142  0.209
39 H -3.59557 0.87407 -0.21495  0.183
40 H -4.99828 0.81501 -2.42581  0.220
41 H -4.71829 0.30866 -4.96108  0.219
42 H -1.66772 -1.42329 -5.93185  0.222
43 H -1.32150 0.27508 -6.24132  0.221
44 H -2.90059 -0.39521 -6.67873  0.224
45 H -0.71031 0.53421 0.99082  0.207
46 H -2.05797 -0.15734 1.92011  0.172
47 H 1.45735 -0.22877 0.38689  0.222
48 H 3.28347 1.63164 -1.98701  0.202
49 H 2.90003 0.01944 -1.33909  0.178
50 H 1.71035 1.34649 -1.20516  0.179

***

Entry from the Open Molecules 2025 dataset: a 4-piece molecular cluster, C14H33ClFN3O9P3S3 overall at a distorted geometry (ωB97M-V with the def2-TZVPD basis set).

## Properties
Net charge: +1
Total energy, eV: -113553.50444

Last column: natural (NBO) charge in e.
CARTESIAN COORDINATES (ANGSTROEM)
1 N 0.77585 -2.06341 1.01223  -1.276
2 P 1.89064 -1.87166 -0.04773  1.327
3 C 1.41117 -0.80892 -1.51005  -0.320
4 C 1.40684 -1.27262 -2.79805  -0.315
5 P 1.89029 -2.97345 -3.51097  1.166
6 O 3.28318 -3.18365 -2.67966  -0.993
7 Cl 0.59032 -4.00111 -2.32743  -0.254
8 C 0.97674 -0.40327 -3.83296  0.302
9 C 0.96332 -0.70306 -5.31186  -0.146
10 O 2.25543 -0.89205 -5.85732  -0.261
11 O 3.10474 0.12673 -5.25830  -0.464
12 N 0.51168 0.78969 -3.55530  -0.197
13 N 0.48382 1.20595 -2.31436  -0.055
14 C -0.27638 2.50224 -2.24970  -0.237
15 C -1.58078 2.35642 -3.02640  -0.458
16 C -2.39425 1.19134 -2.50943  0.045
17 F -3.01482 1.55890 -1.31137  -0.375
18 C 0.96986 0.52811 -1.24954  -0.064
19 P 0.97294 1.54604 0.33770  2.366
20 O -0.37814 1.96665 0.69411  -1.048
21 O 1.98076 2.66144 -0.22762  -0.995
22 O 1.73085 0.87104 1.51243  -1.017
23 H 1.00259 -1.68283 1.91874  0.399
24 H 3.12112 -1.27359 0.27000  -0.040
25 H 2.25993 -3.00543 -0.74050  -0.028
26 H 3.85198 -2.40648 -2.63403  0.507
27 H 0.44797 0.11456 -5.81778  0.217
28 H 0.44196 -1.64230 -5.51309  0.236
29 H 3.95694 -0.30293 -5.41964  0.480
30 H 0.36066 3.28546 -2.66397  0.234
31 H -0.49667 2.69306 -1.20902  0.261
32 H -2.12114 3.29645 -2.88166  0.246
33 H -1.38008 2.21608 -4.08693  0.235
34 H -1.76773 0.32769 -2.28397  0.190
35 H -3.17482 0.87214 -3.19842  0.184
36 H 1.71368 3.54856 0.06061  0.527
37 H 2.68350 0.60721 1.55456  0.557
38 C -2.91417 -1.42750 0.97299  -0.824
39 S -2.36424 -2.49864 -0.34388  1.267
40 O -2.15039 -1.61483 -1.53562  -1.050
41 C -3.94577 -3.29810 -0.61067  -0.825
42 H -2.08564 -0.77413 1.24241  0.245
43 H -3.75494 -0.83348 0.61720  0.234
44 H -3.21057 -2.02244 1.83552  0.254
45 H -4.69301 -2.53977 -0.84188  0.233
46 H -4.21905 -3.85186 0.28687  0.238
47 H -3.83086 -3.98318 -1.44779  0.237
48 C -4.42145 1.78694 5.10953  -0.830
49 S -4.98793 1.11437 3.54437  1.259
50 O -4.59726 -0.32031 3.53288  -0.999
51 C -3.79043 1.97201 2.51863  -0.833
52 H -5.02053 1.32842 5.89303  0.244
53 H -3.37014 1.53379 5.24571  0.228
54 H -4.57091 2.86645 5.11496  0.229
55 H -2.78674 1.70514 2.84377  0.231
56 H -3.95974 3.04655 2.59465  0.228
57 H -3.93612 1.64700 1.49094  0.246
58 C 5.22439 -1.13505 4.37976  -0.818
59 S 3.70431 -0.36708 3.84597  1.269
60 O 3.66894 -0.56432 2.35068  -1.044
61 C 4.19314 1.33349 4.10458  -0.827
62 H 5.11363 -2.20741 4.23695  0.255
63 H 6.04992 -0.75436 3.78018  0.241
64 H 5.37200 -0.91788 5.43694  0.245
65 H 5.09370 1.54133 3.52791  0.239
66 H 4.36543 1.49270 5.16837  0.249
67 H 3.37051 1.96316 3.77173  0.245

***

Entry from the Open Molecules 2025 dataset: a 2-piece molecular cluster, C6H9F2N2 overall at a distorted geometry (ωB97M-V with the def2-TZVPD basis set).

## Properties
ΔE to the lowest compared entry with this formula, charge and spin, eV: 2.3447
Net charge: +1
Total energy, eV: -14772.90669

Last column: natural (NBO) charge in e.
CARTESIAN COORDINATES (ANGSTROEM)
1 C 0.22015 -0.08614 0.30302  -0.410
2 C -1.04087 0.49708 0.30615  0.384
3 C 1.40246 0.45880 -0.16852  0.788
4 C 3.73005 -0.29624 -0.19500  0.943
5 C -2.16696 -0.33103 0.76668  -0.702
6 C -1.31452 1.87034 -0.12571  -0.712
7 N 2.52421 -0.22314 -0.16274  -0.517
8 N 4.82857 -0.82199 -0.53982  -0.744
9 F 1.43776 1.64484 -0.75555  -0.245
10 F 4.61183 0.97566 1.25771  -0.618
11 H 0.31752 -1.08879 0.69644  0.260
12 H -2.08779 -0.47611 1.84775  0.288
13 H -2.12810 -1.32996 0.33043  0.266
14 H -3.13239 0.12692 0.56087  0.253
15 H -0.50737 2.56552 0.09688  0.266
16 H -2.24905 2.23734 0.29355  0.259
17 H -1.43124 1.87643 -1.21531  0.290
18 H 4.90714 -1.49724 -1.29589  0.452
19 H 5.66556 -0.52859 -0.03782  0.499

***

Entry from the Open Molecules 2025 dataset: C24H48O37RbS7 as an isolated structure at a distorted geometry (ωB97M-V with the def2-TZVPD basis set).

## Properties
Net charge: -1
Total energy, eV: -177926.46928

Last column: Mulliken charge in e.
CARTESIAN COORDINATES (ANGSTROEM)
1 Rb -11.01635 29.20745 42.93908  1.175
2 S -8.08598 28.58216 44.25275  -1.469
3 O -6.91378 28.20693 45.06460  -1.085
4 O -8.45136 29.98807 44.47059  -0.293
5 O -7.74802 28.40380 42.81435  -0.010
6 O -9.26811 27.78670 44.61146  0.672
7 C -8.28645 24.65131 43.11093  -0.784
8 C -8.85359 25.74109 42.21042  0.798
9 O -9.60604 25.04835 41.18959  -0.444
10 C -10.62241 25.65729 40.61790  0.663
11 O -10.88200 26.83331 40.74181  -0.465
12 O -11.38074 24.77808 39.98310  -0.359
13 C -12.58975 25.26280 39.42393  -0.697
14 H -7.65343 25.11331 43.87645  -0.254
15 H -7.67941 23.89877 42.61432  0.443
16 H -9.08090 24.22431 43.72749  0.134
17 H -8.04831 26.25474 41.69262  0.040
18 H -9.48830 26.37191 42.82791  0.181
19 H -12.48526 25.66199 38.41455  0.288
20 H -13.09458 25.99672 40.04784  0.289
21 H -13.21386 24.37162 39.34544  0.262
22 C -3.51595 29.39401 35.46670  -1.218
23 C -4.56481 29.87893 36.45415  -0.207
24 O -4.23741 29.53780 37.77803  -0.360
25 C -5.21420 29.51123 38.66923  0.568
26 O -6.30674 30.00496 38.51697  -0.579
27 O -4.77033 28.95649 39.77543  -0.333
28 C -5.72749 28.88210 40.83016  -0.214
29 H -3.31496 28.32628 35.53426  0.309
30 H -2.59903 29.93974 35.69697  0.301
31 H -3.83028 29.64064 34.45429  0.376
32 H -5.55699 29.50089 36.18418  0.332
33 H -4.72634 30.94807 36.28021  0.292
34 H -6.53431 28.20738 40.52762  0.406
35 H -6.22808 29.82498 41.02377  -0.080
36 H -5.28008 28.37851 41.67748  0.184
37 C -10.16391 33.25553 46.09501  -1.427
38 C -10.97689 32.13267 45.47027  1.093
39 O -12.01106 31.79027 46.41163  -0.330
40 C -12.84522 30.81641 46.10915  0.627
41 O -12.72872 30.10521 45.13702  -0.462
42 O -13.70127 30.66691 47.08929  -0.350
43 C -14.82087 29.80126 46.86482  -0.631
44 H -10.75359 34.13833 46.33478  0.543
45 H -9.36510 33.53538 45.41132  0.308
46 H -9.75404 32.84946 47.01814  0.178
47 H -10.35960 31.23874 45.35430  -0.457
48 H -11.36010 32.42041 44.49196  0.219
49 H -15.46934 30.33882 46.17210  0.306
50 H -15.33872 29.69231 47.81293  0.222
51 H -14.49571 28.83153 46.49586  0.247
52 C -4.69713 25.62851 44.99397  0.806
53 C -4.54168 26.95487 44.22795  0.415
54 O -3.33197 26.80967 43.49290  -0.307
55 S -2.27142 25.93585 44.33444  1.116
56 O -1.61110 26.76893 45.29726  -0.568
57 O -1.50151 25.06815 43.49136  -0.581
58 O -3.40648 25.06465 45.05355  -0.414
59 H -5.39671 24.95604 44.48842  0.055
60 H -5.10202 25.78559 45.99220  -0.211
61 H -4.35041 27.73741 44.96465  0.231
62 H -5.39243 27.15985 43.58914  -0.460
63 C -8.37603 27.31945 47.82439  0.684
64 C -7.82245 26.01291 47.21147  0.887
65 O -6.63204 25.70999 47.94995  -0.371
66 S -6.65780 26.37759 49.42263  1.070
67 O -5.29983 26.74682 49.71762  -0.550
68 O -7.38589 25.54958 50.35467  -0.585
69 O -7.60056 27.62143 48.97438  -0.281
70 H -9.43724 27.23066 48.06679  0.318
71 H -8.32415 28.14469 47.11766  -0.743
72 H -7.52921 26.18139 46.17684  -0.673
73 H -8.45471 25.12745 47.28109  0.203
74 C -12.09553 24.76226 44.27156  -0.225
75 C -11.40570 25.26152 45.54266  0.360
76 O -12.27908 24.97766 46.61746  -0.308
77 S -13.44074 23.88810 46.17279  1.114
78 O -14.67858 24.60236 46.07180  -0.543
79 O -13.26487 22.70535 46.95599  -0.542
80 O -12.79001 23.60164 44.69409  -0.361
81 H -11.46580 24.62783 43.39926  0.295
82 H -12.83595 25.54115 44.04101  0.344
83 H -11.15480 26.31449 45.47836  -0.019
84 H -10.48519 24.67410 45.62709  -0.069
85 C -6.15116 32.06009 43.87172  1.124
86 C -5.37921 30.74860 44.07406  0.868
87 O -4.02260 31.20567 44.03252  -0.467
88 S -3.88131 32.07779 42.67061  0.880
89 O -4.06849 31.29251 41.48316  -0.300
90 O -2.76610 32.97010 42.76035  -0.633
91 O -5.29048 32.84181 43.01958  -0.416
92 H -6.26201 32.64426 44.78745  0.149
93 H -7.15484 31.94814 43.46822  -0.670
94 H -5.48675 30.02644 43.26870  -0.306
95 H -5.53491 30.35500 45.06952  -0.220
96 C -8.88829 30.57292 40.08142  0.648
97 C -8.35340 31.92904 40.47621  0.286
98 O -9.44631 32.84039 40.30014  -0.473
99 S -10.86114 32.10514 40.73482  0.652
100 O -11.88380 32.51087 39.83443  -0.591
101 O -11.08721 32.10423 42.16174  -0.293
102 O -10.31279 30.63695 40.33299  -0.362
103 H -8.51843 29.79202 40.75207  -0.262
104 H -8.73065 30.22532 39.06547  0.130
105 H -7.63628 32.17361 39.69114  0.322
106 H -7.89927 32.03592 41.45724  -0.059
107 C -7.83084 30.86456 48.54109  -0.366
108 C -7.14338 30.99439 47.18952  0.755
109 O -6.17871 32.02818 47.45750  -0.372
110 S -6.80321 33.16550 48.42775  1.094
111 O -7.54029 34.18150 47.70035  -0.531
112 O -5.81275 33.53895 49.37906  -0.602
113 O -7.83048 32.16087 49.13454  -0.401
114 H -7.24339 30.21093 49.18636  0.488
115 H -8.83579 30.46178 48.42548  0.232
116 H -7.84686 31.39110 46.44944  -0.184
117 H -6.81039 30.06700 46.72220  -0.153